No. 1
ORCA calculation (wB97M-V/def2-TZVPD) on the molecule C4H8O.

```
13
Properties=species:S:1:pos:R:3:nbo_charge:R:1
C 0.5236 -0.9771 1.0221 -0.6069
C -0.3790 0.0228 0.3172 -0.2666
C 0.2890 1.3169 -0.1857 -0.0515
O 0.0404 0.9786 -1.5537 -0.5363
C -0.6659 -0.2136 -1.1752 -0.0526
H 0.0241 -1.9445 1.1479 0.2115
H 0.8077 -0.6200 2.0192 0.2119
H 1.4446 -1.1429 0.4509 0.2069
H -1.2866 0.1961 0.9034 0.2024
H 1.3631 1.4116 0.0321 0.1688
H -0.2178 2.2486 0.0988 0.1708
H -1.7262 -0.1605 -1.4611 0.1715
H -0.2169 -1.1161 -1.6159 0.1701
```

E_HOMO   -0.352 Eh
Largest force on an atom   0.5 eV/A
2S+1   1
ΔE to the lowest compared entry with this formula, charge and spin   115.0 kJ/mol
HOMO-LUMO gap   10.7 eV
SMILES   CC1COC1
E_LUMO   1.1313 eV

---

No. 2
ORCA calculation (wB97M-V/def2-TZVPD) on the molecule C4H7N3O in a non-equilibrium geometry.

```
15
Properties=species:S:1:pos:R:3:nbo_charge:R:1
C -1.8632 0.0182 0.0801 0.6643
C -0.6952 1.1786 0.1934 -0.1126
C 0.7262 1.2123 -0.6333 -0.2457
C 1.1895 -0.4705 0.8436 0.2610
H -0.4802 -1.1933 -0.9201 0.4047
H -2.0329 -1.6821 -0.5220 0.3888
H -1.1825 2.0708 0.3479 0.2151
H 1.3505 0.5834 -1.4278 0.2601
H 1.2046 2.2559 -0.8386 0.1941
H 1.4890 -0.9267 1.9760 0.1858
H 2.2593 -1.8478 0.4067 0.3614
N -1.3993 -1.0112 -0.6427 -0.8051
N 0.6081 0.8557 0.6391 -0.4769
N 1.8406 -0.9658 -0.0642 -0.6778
O -3.0144 -0.0775 0.5618 -0.6172
```

E_HOMO   -0.338 Eh
Largest force on an atom   6.4 eV/A
2S+1   1
ΔE to the lowest compared entry with this formula, charge and spin   469.0 kJ/mol
HOMO-LUMO gap   10.0 eV
SMILES   [H]/N=C/N1C[C@H]1C(N)=O
E_LUMO   0.7595 eV

---

No. 3
ORCA calculation (wB97M-V/def2-TZVPD) on the molecule C23H21NO5 in a non-equilibrium geometry.

```
50
Properties=species:S:1:pos:R:3:nbo_charge:R:1
C -0.7294 -4.7996 0.6678 -0.7172
C -0.8139 -3.7467 -0.4129 0.5752
O -0.1818 -3.8458 -1.4437 -0.5523
C -1.7020 -2.5927 -0.1590 -0.2327
C -2.0046 -1.7499 -1.2298 -0.0765
C -2.8042 -0.6390 -1.0723 -0.3549
C -3.3063 -0.3235 0.1895 0.4319
C -3.0305 -1.1768 1.2627 -0.2970
C -2.2470 -2.2942 1.0919 -0.1523
H -2.0412 -2.9217 1.9449 0.2140
H -3.4377 -0.9261 2.2296 0.2236
O -4.0480 0.7699 0.4833 -0.5058
C -4.1652 1.7974 -0.4770 -0.1727
H -4.6253 2.6357 0.0564 0.2215
C -2.8462 2.2787 -1.1003 0.5543
O -2.8628 2.7521 -2.2206 -0.5660
C -1.6531 2.0850 -0.3048 -0.2717
C -0.3795 1.8720 -0.8187 0.2625
N 0.4511 1.6251 0.2246 -0.3581
C -0.2483 1.6990 1.4094 0.1490
C -1.5491 1.9698 1.1124 -0.2629
H -2.3443 2.1011 1.8178 0.2276
C 0.4201 1.4702 2.7170 -0.6398
H 1.1587 2.2449 2.9232 0.2188
H 0.9345 0.5091 2.7201 0.2215
H -0.3217 1.4758 3.5102 0.2297
C 1.8254 1.3117 0.1141 0.1359
C 2.7734 2.2800 0.4048 -0.2237
C 4.1362 2.0093 0.3090 -0.2408
C 4.4954 0.7447 -0.0876 0.2248
C 3.5384 -0.2329 -0.3806 0.3071
C 2.1932 0.0220 -0.2873 -0.2834
H 1.4552 -0.7313 -0.5089 0.2455
O 4.1674 -1.3885 -0.7392 -0.4811
C 5.5512 -1.1149 -0.6816 0.2350
O 5.7446 0.2202 -0.2612 -0.4729
H 5.9979 -1.2560 -1.6786 0.1611
H 6.0337 -1.8000 0.0329 0.1612
H 4.8782 2.7568 0.5316 0.2321
H 2.4451 3.2634 0.7038 0.2280
C 0.0871 1.8352 -2.2254 -0.6688
H -0.7186 2.1564 -2.8785 0.2627
H 0.3972 0.8273 -2.5033 0.2228
H 0.9411 2.4985 -2.3609 0.2285
H -4.8369 1.5037 -1.2948 0.2041
H -3.0206 -0.0187 -1.9274 0.2297
H -1.5954 -1.9914 -2.1997 0.2277
H -1.7245 -5.1401 0.9436 0.2281
H -0.1427 -5.6391 0.3037 0.2382
H -0.2443 -4.3862 1.5497 0.2288
```

E_HOMO   -0.296 Eh
Largest force on an atom   1.3 eV/A
2S+1   1
ΔE to the lowest compared entry with this formula, charge and spin   152.1 kJ/mol
HOMO-LUMO gap   8.6 eV
SMILES   CC(=O)c1ccc(OCC(=O)c2cc(C)n(-c3ccc4c(c3)OCO4)c2C)cc1
E_LUMO   0.5511 eV

---

No. 4
ORCA calculation (wB97M-V/def2-TZVPD) on a cluster of 2 separate species, C9H18OSi in total in a non-equilibrium geometry.

```
29
Properties=species:S:1:pos:R:3:nbo_charge:R:1
C 0.9817 1.4871 0.2467 0.0934
C 1.7747 2.2781 -0.6959 -0.6629
C 0.7959 1.2512 1.6984 -0.4409
C 0.0595 0.5969 0.5332 -0.4737
C 2.4414 -1.0627 -1.1497 -0.7250
C -2.9012 1.0313 0.0886 -1.0842
C -1.8768 -1.5664 1.5248 -1.0930
C -1.4251 -1.1629 -1.5519 -1.0942
C 2.0702 -1.2492 0.2918 0.4568
O 2.7376 -0.9289 1.2364 -0.5491
Si -1.5303 -0.2978 0.1469 1.5902
H 1.4742 2.0905 -1.7254 0.2182
H 1.6460 3.3378 -0.4726 0.2367
H 1.5298 0.6702 2.2462 0.2039
H 0.2943 2.0007 2.3023 0.1720
H 1.6125 -0.6161 -1.6909 0.2317
H 2.6278 -2.0479 -1.5769 0.2342
H 3.3346 -0.4536 -1.2533 0.2257
H -3.8585 0.6126 -0.2064 0.2335
H -3.0308 1.5003 1.0593 0.2372
H -2.6530 1.8165 -0.6202 0.2364
H -0.9923 -2.1561 1.7493 0.2380
H -2.1735 -1.0706 2.4440 0.2409
H -2.6707 -2.2550 1.2505 0.2355
H -1.1115 -0.4739 -2.3303 0.2345
H -0.7275 -1.9944 -1.5427 0.2314
H -2.3956 -1.5568 -1.8400 0.2379
H 1.1325 -1.8259 0.4160 0.0989
H 2.8341 2.0450 -0.5783 0.2361
```

E_HOMO   -0.325 Eh
Largest force on an atom   1.1 eV/A
2S+1   1
ΔE to the lowest compared entry with this formula, charge and spin   143.7 kJ/mol
HOMO-LUMO gap   9.6 eV
SMILES   CC1=C([Si](C)(C)C)C1.CC=O
E_LUMO   0.8093 eV

---

No. 5
ORCA calculation (wB97M-V/def2-TZVPD) on a cluster of 3 separate species, C14H32BBrFO2 in total in a non-equilibrium geometry.

```
51
Properties=species:S:1:pos:R:3:nbo_charge:R:1
F 4.6903 -3.3411 -1.4587 -0.6033
B 5.6721 -2.1903 -1.3812 0.8936
O 6.0696 -2.2385 0.0704 -0.7414
C 5.2007 -1.1418 0.6131 -0.1429
C 5.5356 -0.0285 -0.5531 0.0240
Br 7.5034 0.2887 -0.3292 -0.0765
O 5.0991 -0.8433 -1.7343 -0.7373
H 6.5511 -2.5772 -2.0981 -0.1795
H 5.4961 -0.9293 1.7261 0.1848
H 4.0727 -1.4655 0.4693 0.1850
H 4.8656 0.9308 -0.5761 0.1985
C -1.4023 -0.0202 -3.5853 -0.6101
C -0.6029 1.0320 -2.8331 -0.3968
C 0.9087 0.7965 -2.8976 -0.3953
C 1.3911 -0.5116 -2.2629 -0.4131
C 1.0228 -0.6955 -0.7889 -0.3998
C 1.6408 0.3597 0.1139 -0.6116
H -1.2574 -1.0179 -3.1636 0.2061
H -2.4709 0.2114 -3.5324 0.1982
H -1.1141 -0.0445 -4.6416 0.1992
H -0.9402 1.0761 -1.7917 0.1889
H -0.8210 2.0143 -3.2677 0.1917
H 1.4171 1.6436 -2.4223 0.1978
H 1.2254 0.8094 -3.9473 0.1981
H 2.4828 -0.5642 -2.3656 0.2475
H 0.9974 -1.3627 -2.8333 0.1945
H 1.3721 -1.6825 -0.4629 0.2184
H -0.0645 -0.6983 -0.6623 0.1753
H 2.7324 0.3458 0.0382 0.2170
H 1.3714 0.1665 1.1575 0.2006
H 1.2893 1.3641 -0.1366 0.1889
C -3.5290 -0.7173 0.1688 -0.6105
C -3.8308 0.6671 0.7206 -0.3979
C -2.7444 1.1854 1.6670 -0.3993
C -2.5366 0.3538 2.9367 -0.3986
C -3.7790 0.1819 3.8138 -0.3982
C -4.3064 1.4982 4.3612 -0.6091
H -3.4702 -1.4663 0.9624 0.2001
H -4.3196 -1.0264 -0.5224 0.2055
H -2.5814 -0.7180 -0.3802 0.2096
H -4.8048 0.6595 1.2221 0.1878
H -3.9236 1.3659 -0.1187 0.2011
H -2.9816 2.2200 1.9415 0.1953
H -1.7930 1.2316 1.1240 0.2101
H -1.7434 0.8239 3.5324 0.2019
H -2.1562 -0.6395 2.6660 0.2049
H -3.5224 -0.4698 4.6575 0.1997
H -4.5716 -0.3314 3.2604 0.1923
H -3.5427 2.0049 4.9594 0.2009
H -5.1747 1.3177 5.0034 0.2038
H -4.6229 2.1725 3.5610 0.2003
```

E_HOMO   -0.191 Eh
Largest force on an atom   4.1 eV/A
Net charge   -1
2S+1   1
HOMO-LUMO gap   7.7 eV
E_LUMO   2.4622 eV